Record 1
24
Properties=species:S:1:pos:R:3:nbo_charge:R:1 method="wB97M-V/def2-TZVPD" e_lumo_ev=-3.03 charge=+1
C -1.169 -1.812 -1.024 -0.062
O -1.677 -3.120 -1.084 -0.703
C -2.360 -0.873 -1.133 -0.248
N -1.948 0.549 -1.212 -0.837
H -0.658 -1.661 -0.063 0.138
H -0.444 -1.607 -1.820 0.164
H -0.951 -3.733 -1.212 0.485
H -2.935 -1.233 -1.989 0.216
H -2.986 -1.011 -0.251 0.207
H -2.818 1.068 -1.103 0.394
H -1.662 0.770 -2.164 0.392
N -0.192 1.212 0.769 -0.723
C 1.128 0.500 0.688 -0.229
C 2.260 1.386 1.171 -0.242
N 3.492 0.592 1.161 -0.816
H -0.638 1.020 1.656 0.420
H -0.031 2.206 0.777 0.419
H -0.898 0.943 -0.058 0.459
H 1.064 -0.419 1.265 0.218
H 1.271 0.207 -0.351 0.224
H 2.431 2.233 0.509 0.209
H 2.004 1.731 2.182 0.173
H 4.286 1.182 1.412 0.381
H 3.430 -0.128 1.873 0.359


Record 2
82
Properties=species:S:1:pos:R:3:lowdin_charge:R:1 method="wB97M-V/def2-TZVPD" e_lumo_ev="-6.35 / -6.35" charge=+1
Tl -0.367 1.318 -0.504 0.952
C 2.464 0.655 2.221 0.012
C 3.120 0.037 1.063 -0.148
C 3.759 -1.147 1.196 -0.002
C 4.616 -1.607 0.183 0.070
C 4.537 -1.127 -1.127 -0.005
C 3.753 -0.060 -1.386 -0.136
C 3.239 0.122 -2.756 0.015
C 3.156 0.652 -0.241 -0.211
N 2.783 1.857 -0.204 0.260
C 3.197 2.818 -1.216 -0.370
O 4.367 2.976 -1.432 0.158
C 2.135 3.836 -1.585 -0.187
C 2.560 5.106 -1.894 -0.007
C 1.602 6.049 -2.087 -0.017
C 0.260 5.715 -1.836 0.046
C -0.109 4.404 -1.462 -0.129
N 0.833 3.443 -1.432 0.060
C -1.598 4.167 -0.957 -0.498
O -2.397 5.068 -1.115 0.059
N -1.836 3.028 -0.306 -0.056
C -3.100 2.709 0.277 -0.248
C -3.554 3.329 1.448 -0.196
C -2.923 4.624 1.916 -0.028
C -4.698 2.810 2.128 -0.026
C -5.448 1.779 1.534 -0.085
C -5.024 1.283 0.324 -0.081
C -3.838 1.657 -0.261 -0.242
C -3.526 1.073 -1.647 -0.027
H 2.737 1.665 2.296 0.090
H 2.664 0.116 3.131 0.099
H 1.412 0.520 2.120 0.076
H 3.789 -1.604 2.241 0.140
H 5.310 -2.371 0.442 0.126
H 4.998 -1.665 -1.923 0.131
H 2.320 -0.467 -2.874 0.086
H 3.942 -0.271 -3.531 0.123
H 3.111 1.219 -2.873 0.094
H 3.640 5.340 -1.783 0.146
H 1.866 7.084 -2.298 0.126
H -0.470 6.470 -1.940 0.110
H -1.843 4.522 1.959 0.076
H -3.270 4.994 2.899 0.089
H -3.176 5.315 1.141 0.067
H -5.021 3.375 3.033 0.120
H -6.384 1.447 1.986 0.107
H -5.555 0.510 -0.231 0.112
H -4.184 0.276 -1.913 0.073
H -2.480 0.693 -1.640 -0.026
H -3.535 1.852 -2.367 0.081
Cl -4.590 -3.988 0.492 0.587
C -3.756 -3.743 2.075 -1.610
Cl -2.023 -3.773 1.784 0.656
Cl -4.219 -4.850 3.326 0.678
C -4.134 -2.369 2.489 -0.406
N -4.277 -1.325 2.850 0.213
C -1.596 -2.866 -2.564 -0.017
C -0.879 -1.694 -2.438 -0.183
N 0.389 -1.664 -2.079 0.035
C 1.026 -2.740 -1.688 -0.096
C 0.374 -3.974 -1.680 -0.222
C -0.929 -4.034 -2.136 0.002
C 1.132 -5.166 -1.365 -0.021
C 1.820 -5.415 -0.244 -0.033
C 1.881 -4.612 0.944 -0.303
C 2.972 -4.849 1.747 -0.004
C 3.077 -4.184 2.946 -0.148
N 2.173 -3.333 3.378 0.094
C 1.110 -3.179 2.487 -0.185
N 0.900 -3.820 1.350 0.112
H -2.609 -2.818 -2.952 0.115
H -1.334 -0.778 -2.734 0.072
H 2.074 -2.745 -1.362 0.118
H -1.478 -4.995 -2.184 0.136
H 1.241 -5.964 -2.071 0.118
H 2.420 -6.298 -0.238 0.110
H 3.672 -5.475 1.266 0.104
H 3.831 -4.379 3.640 0.099
H 0.417 -2.383 2.759 0.100
O -1.810 0.723 1.812 -0.147
H -2.423 0.823 2.561 0.062
H -2.282 0.275 1.114 -0.014


Record 3
14
Properties=species:S:1:pos:R:3:nbo_charge:R:1 method="wB97M-V/def2-TZVPD" spin_multiplicity=2 e_lumo_ev="-0.77 / -1.90" charge=0
O -0.239 0.120 -1.307 -0.539
C 0.178 0.498 0.002 0.915
C -1.552 -0.387 -1.223 -0.093
O 1.676 0.403 0.165 -1.023
O -0.453 -0.474 0.829 -0.540
C -1.711 -0.773 0.265 -0.094
H -1.637 -1.249 -1.899 0.179
H -2.286 0.377 -1.522 0.168
H -1.912 -1.842 0.411 0.181
H -2.505 -0.186 0.754 0.168
O -0.200 1.737 0.307 -0.979
O 4.649 -0.843 1.406 -0.490
C 4.066 0.064 1.007 0.517
Lu 1.926 2.554 0.805 1.630


Record 4
21
Properties=species:S:1:pos:R:3:nbo_charge:R:1 method="wB97M-V/def2-TZVPD" e_lumo_ev=-6.33 charge=0
C -2.689 -2.155 1.184 -0.885
S -1.583 -1.038 0.464 0.520
H -2.837 -2.953 0.482 0.316
H -2.360 -2.576 2.135 0.275
H -3.707 -1.761 1.266 0.256
H -0.982 0.841 2.341 0.018
H 2.141 1.211 -0.713 0.519
H 2.591 1.284 -2.955 0.459
O 2.045 1.504 -2.204 -0.985
H 1.002 -0.310 -2.062 0.506
H -0.260 -1.035 -1.548 0.432
O 0.455 -1.137 -2.172 -0.918
H -1.029 1.331 1.771 0.018
H 2.606 1.745 0.774 0.474
O 2.122 1.066 0.336 -1.038
H 1.693 -0.289 1.480 0.521
H 0.513 -1.339 1.426 0.452
O 1.110 -0.905 2.023 -0.943
H 0.390 2.242 -1.724 0.502
H -0.703 1.845 -0.816 0.440
O -0.518 2.429 -1.488 -0.937


Record 5
13
Properties=species:S:1:pos:R:3:nbo_charge:R:1 method="wB97M-V/def2-TZVPD" e_lumo_ev=0.06 charge=0
C 1.058 -0.968 0.090 -0.697
C -1.279 -0.023 0.358 -0.299
C 0.079 0.045 -0.433 0.625
O 0.614 1.864 0.685 -0.941
O 0.210 0.336 -1.714 -0.639
Cl -2.286 1.460 -0.031 -0.022
Cl -2.061 -1.597 0.218 0.005
H 1.936 -1.077 -0.699 0.239
H 1.563 -0.745 0.977 0.252
H 0.567 -1.896 0.102 0.241
H -1.222 0.144 1.493 0.286
H 1.358 1.593 1.143 0.422
H -0.538 0.864 -2.188 0.529


Record 6
8
Properties=species:S:1:pos:R:3:nbo_charge:R:1 method="wB97M-V/def2-TZVPD" e_lumo_ev=-0.90 charge=0
H -1.781 -0.037 1.006 0.368
N -1.148 -0.776 0.637 -0.503
C -0.191 -0.372 -0.097 0.079
C 0.672 -1.472 -0.546 0.210
N 1.282 -2.309 -1.046 -0.261
C 0.288 1.321 -0.068 0.419
O -0.528 2.051 0.375 -0.471
H 1.405 1.595 -0.261 0.161


Looking at total energy for the records above, in order, we have -401.26423 -3552.73032 -1766.46508 -820.58189 -1188.65700 -300.18951 hartree.